(1)
{"formula": "C3HF3O", "method": "ωB97M-V with the def2-TZVPD basis set", "relative_energy_kcal_mol": 129.3, "fmax_ev_per_a": 5.31, "total_charge": 0, "e_homo_ev": -9.782, "homo_lumo_gap_ev": 9.780, "lumo_energy_ev": 0.0, "species": ["F", "F", "H", "O", "C", "C", "F", "C"], "xyz": [[1.10619, -1.47200, 0.90979], [-0.34767, 1.62302, -0.43861], [1.34266, 0.45992, 0.97841], [-1.93097, -0.02080, 0.35192], [-0.64741, 0.17465, -0.31768], [1.07136, -0.32022, 0.23055], [1.72813, -0.30716, -0.86252], [-2.32230, -0.13742, -0.85185]]}

=====

(2)
{"formula": "C43H47N2OP2PtSSi", "method": "ωB97M-V with the def2-TZVPD basis set", "relative_energy_kcal_mol": 0.0, "fmax_ev_per_a": 0.81, "total_charge": 1, "e_homo_ev": -9.574, "homo_lumo_gap_ev": 7.011, "lumo_energy_ev": -2.6, "species": ["C", "C", "C", "H", "C", "H", "C", "H", "H", "H", "H", "C", "C", "C", "C", "C", "H", "H", "C", "H", "C", "C", "H", "C", "C", "C", "C", "H", "H", "C", "C", "H", "C", "H", "C", "H", "H", "C", "H", "C", "C", "H", "C", "H", "H", "H", "H", "H", "C", "H", "C", "H", "C", "H", "C", "C", "N", "C", "H", "Pt", "P", "C", "C", "H", "H", "C", "C", "H", "H", "H", "C", "H", "H", "C", "C", "Si", "H", "H", "H", "C", "O", "P", "H", "H", "C", "H", "S", "H", "H", "H", "H", "C", "H", "H", "C", "H", "N", "C"], "xyz": [[2.55217, 1.36229, 1.83602], [2.47484, 0.33413, -6.01967], [0.72455, 1.13203, -3.91296], [-1.17741, 5.12624, -3.88942], [2.65978, -0.15686, -4.73507], [-0.01040, 4.23025, -4.85546], [4.89379, 1.22779, 2.34878], [-0.04650, -2.76017, -0.82926], [0.73083, -0.06804, 3.51790], [1.86561, -2.87166, -2.36045], [3.46196, -0.84726, -4.51621], [2.81841, -2.43998, -2.08465], [-1.86815, 4.07995, 2.55390], [-1.25896, 3.10365, 1.78771], [3.71415, 1.96138, 2.28776], [0.79215, -5.17490, 1.39049], [5.97325, -3.24812, -1.16362], [-4.15766, -1.59123, 4.56241], [2.55500, 0.02075, 1.44996], [-0.21312, 3.20871, 1.51967], [4.16947, -0.45031, -1.78361], [-3.94066, 2.86015, 2.45348], [3.14581, 0.04160, -6.81451], [-1.21347, -0.98122, 3.82004], [-2.58292, 2.10787, -4.34946], [-4.34469, -2.30522, -0.97841], [-1.98809, 1.99884, 1.34718], [-2.21328, -0.88043, 3.39024], [-3.84386, -3.47318, 0.75031], [-1.28896, -0.77114, 5.32527], [-4.08294, -1.14486, -1.69707], [-1.30097, 4.93896, 2.88614], [1.46426, -4.39846, 2.32636], [0.35764, 4.62777, -3.18193], [3.74064, -0.70558, 1.50411], [-0.61844, 1.04548, 3.41282], [-0.30350, -0.88433, 5.78245], [-3.65176, -2.56508, 0.19370], [-3.90722, 1.02200, 1.35271], [-0.44172, 4.31822, -3.86062], [1.07378, -2.44638, 0.97524], [3.70419, 3.00025, 2.58913], [1.40755, 1.18257, -6.25882], [-2.78729, 2.63726, -1.17809], [-4.04776, -0.28124, 5.76905], [-2.73137, 4.21778, -1.92697], [1.87475, -4.85573, 3.21665], [1.22721, 1.55546, -7.25850], [5.12284, -2.63152, -1.42222], [-3.56919, 2.47067, -4.05029], [-3.13165, -0.24719, -1.24278], [-1.40001, 3.70659, -0.90346], [-3.96664, -1.35654, 5.60883], [-4.72162, -1.85117, 6.21664], [0.55071, 1.56446, -5.23914], [0.38976, -3.22774, 0.04658], [-0.24879, -0.08419, 1.69220], [5.25458, -1.24913, -1.45249], [-1.63471, 0.24020, 5.55673], [0.39181, 0.45645, -1.12074], [-1.14954, 0.66677, 0.47606], [2.97304, -1.06855, -2.09055], [-2.70365, -1.66211, 0.65746], [3.76597, -1.73908, 1.18337], [-3.69474, 4.72625, 3.47576], [-3.21401, 3.95886, 2.88376], [1.78770, 0.24404, -3.74841], [-4.98785, 2.76680, 2.70819], [4.24259, 0.62949, -1.81381], [-0.87049, -1.99778, 3.60833], [-2.44508, -0.49487, -0.05305], [1.63738, 1.94008, 1.78010], [3.80983, -4.30354, -1.72037], [4.90615, -0.10092, 1.95513], [3.90741, -3.22625, -1.73472], [-1.25853, 2.77038, -3.18481], [-2.60324, 1.01523, -4.32274], [2.13047, -2.43505, 2.85682], [5.80299, 1.69600, 2.70175], [-0.29517, 0.03359, 3.15523], [1.86724, -0.27570, -2.43511], [1.03763, -0.66725, 0.75620], [-0.27717, 2.20718, -5.49121], [5.82440, -0.67180, 1.99755], [1.60652, -3.03529, 2.12313], [-2.91178, 0.63686, -1.82853], [-2.36012, -1.95436, 6.16799], [-0.27272, -5.19734, -0.47400], [-4.61302, -0.94430, -2.61872], [0.68229, -6.23871, 1.55511], [-5.08100, -3.01053, -1.34031], [0.25445, -4.59194, 0.25144], [6.20462, -0.78904, -1.21472], [-2.43472, 2.40267, -5.38904], [-2.11699, 3.35859, -1.64349], [-2.15536, -1.88269, 1.56259], [-0.06211, 1.52840, -2.82357], [-3.33114, 1.87505, 1.68655]]}

=====

(3)
{"formula": "C6H17N2", "method": "ωB97M-V with the def2-TZVPD basis set", "relative_energy_kcal_mol": 22.9, "fmax_ev_per_a": 0.77, "total_charge": 1, "e_homo_ev": -13.157, "homo_lumo_gap_ev": 9.868, "lumo_energy_ev": -3.3, "species": ["H", "C", "H", "C", "H", "C", "C", "H", "H", "H", "N", "H", "H", "H", "H", "H", "H", "N", "C", "H", "H", "C", "H", "H", "H"], "xyz": [[0.49139, -0.92830, -0.94827], [0.07690, -0.85061, 0.06143], [0.55361, -3.46872, 0.95019], [-0.23338, -3.34235, 0.20224], [0.91263, -0.85139, 0.76528], [0.83139, 3.11423, -0.20907], [1.02666, 2.29270, -1.25217], [0.21882, -3.47390, -0.78156], [-2.05135, -0.84745, 1.81520], [-1.01353, 1.96198, -1.49123], [-0.12527, 1.64396, -1.89204], [2.75810, 3.40881, 0.29958], [-0.75635, -1.85860, 2.50082], [-0.40505, 0.12311, 0.21143], [-2.22770, -2.60765, 1.95138], [-0.11212, 1.78570, -2.90004], [-0.08692, 0.63138, -1.68402], [1.82389, 3.76026, 0.46306], [-1.52944, -1.80012, 1.73167], [1.99877, 2.03329, -1.63698], [-0.17881, 3.30127, 0.13523], [-0.90841, -1.98347, 0.35527], [-0.96008, -4.14205, 0.34109], [1.60332, 4.02200, 1.40725], [-1.70708, -1.92409, -0.39572]]}

=====

(4)
{"formula": "C24H20N4O4", "method": "ωB97M-V with the def2-TZVPD basis set", "smiles": "COc1ccc(-n2nc(C(=O)NCc3ccco3)c3c4ccccc4n(C)c3c2=O)cc1", "relative_energy_kcal_mol": 43.9, "fmax_ev_per_a": 0.96, "total_charge": 0, "e_homo_ev": -7.967, "homo_lumo_gap_ev": 8.142, "lumo_energy_ev": 0.2, "species": ["C", "C", "C", "N", "C", "H", "C", "O", "H", "H", "C", "C", "H", "H", "C", "H", "C", "H", "O", "N", "C", "H", "H", "H", "C", "O", "C", "C", "C", "H", "C", "N", "C", "C", "C", "H", "H", "C", "C", "C", "H", "C", "H", "H", "H", "O", "C", "H", "C", "H", "N", "H"], "xyz": [[2.25448, 2.56244, 1.01297], [4.45011, 2.31016, 0.04192], [-2.20856, 0.43307, -0.17282], [0.35146, 1.37004, 0.02161], [-1.12922, -1.82106, -0.85731], [0.87406, -1.84112, -0.57157], [0.28812, -3.79781, -1.19398], [-0.34521, 3.48462, 0.54646], [-5.91401, 2.72228, 0.61453], [7.63258, 2.58443, -0.55523], [1.72849, 1.71437, 0.04351], [6.66460, 2.16002, -0.81665], [6.72466, 1.06787, -0.76908], [3.10528, -4.62344, -0.55798], [-1.07706, -0.38354, -0.43640], [6.39875, 2.46659, -1.83332], [-0.62936, 2.32398, 0.28369], [-7.43070, 0.82615, 0.17007], [0.24549, -4.95476, 0.96160], [-3.12670, 2.42421, 0.40876], [0.97640, -4.52811, -0.08924], [0.66889, -5.94313, 2.72509], [-3.78214, 3.86661, 1.76227], [-3.89214, 4.32699, 0.04945], [-3.28735, 3.80025, 0.79062], [5.75760, 2.66976, 0.13093], [-5.85736, -0.55926, -0.27861], [3.59949, 2.85773, 1.00485], [-5.52372, 1.75592, 0.33418], [2.15536, 0.50246, -1.65987], [-3.63066, 0.27596, -0.15516], [0.08661, -2.40518, -0.85642], [-4.50433, -0.78247, -0.40263], [2.36383, -5.49892, 1.35471], [2.29225, -4.83491, 0.10608], [1.61409, 2.99387, 1.76342], [4.02378, 3.51586, 1.74586], [2.56927, 1.16215, -0.91276], [-4.15533, 1.54044, 0.21284], [3.92083, 1.45247, -0.91764], [0.88500, -3.88012, -2.10890], [1.08856, -5.53923, 1.82534], [-2.30440, 4.26314, 0.85102], [4.54584, 1.01003, -1.67692], [-6.54859, -1.36706, -0.46669], [-2.14502, -2.40079, -1.18640], [-6.36240, 0.69180, 0.08454], [3.24074, -5.88856, 1.82912], [-1.95569, 1.76895, 0.18583], [-4.11501, -1.74426, -0.69084], [0.12614, 0.10598, -0.32867], [-0.70780, -4.21687, -1.36624]]}

=====

(5)
{"formula": "C2H5N3S", "method": "ωB97M-V with the def2-TZVPD basis set", "relative_energy_kcal_mol": 145.1, "fmax_ev_per_a": 9.94, "total_charge": 0, "e_homo_ev": -8.681, "homo_lumo_gap_ev": 8.721, "lumo_energy_ev": 0.0, "species": ["H", "N", "H", "H", "H", "N", "S", "N", "C", "C", "H"], "xyz": [[-0.91768, -0.55461, 1.97940], [-0.67664, 0.43571, -0.53223], [-0.21340, 2.19575, 0.70717], [3.18422, -0.41786, -0.37641], [-1.37072, -1.62873, -1.42045], [-1.11423, -1.24606, 0.90463], [1.80937, -0.81207, -0.05503], [1.27305, 0.71435, 0.54143], [0.08288, 1.17308, 0.31302], [-1.07690, -0.78209, -0.35093], [-0.97994, 0.92254, -1.71059]]}

=====

(6)
{"formula": "C3H6BrClIN", "method": "ωB97M-V with the def2-TZVPD basis set", "relative_energy_kcal_mol": 12.0, "fmax_ev_per_a": 4.40, "total_charge": 0, "e_homo_ev": -8.999, "homo_lumo_gap_ev": 8.506, "lumo_energy_ev": -0.5, "species": ["H", "N", "C", "H", "Br", "C", "H", "H", "I", "Cl", "C", "H", "H"], "xyz": [[0.55954, 0.00986, -1.81090], [-0.01299, 0.14274, 0.23852], [-1.35779, -0.34357, 0.16686], [-0.24005, 1.63951, -1.34789], [-1.52354, -1.77720, -1.11142], [0.49428, 0.81451, -0.91733], [1.89634, 0.15685, 0.73227], [1.31043, -1.35721, 0.45036], [-2.86874, 1.26135, -0.30128], [-1.79372, -0.86552, 1.75779], [1.12505, -0.44544, 0.95539], [0.89853, -0.59314, 1.99451], [1.51266, 1.35726, -0.80688]]}

=====

(7)
{"formula": "HN2O2", "method": "ωB97M-V with the def2-TZVPD basis set", "smiles": "N=[N+]([O-])[O-]", "relative_energy_kcal_mol": 21.0, "fmax_ev_per_a": 6.89, "total_charge": -1, "e_homo_ev": -3.052, "homo_lumo_gap_ev": 8.302, "lumo_energy_ev": 5.3, "species": ["N", "N", "O", "O", "H"], "xyz": [[-0.49575, -0.04718, 0.02607], [0.88123, 0.67274, -0.01307], [-0.50978, -1.24831, 0.00491], [-1.48095, 0.73245, 0.02142], [1.60524, -0.10970, -0.03933]]}